(1)
Below is C2HFO2Tl as an isolated structure in a non-equilibrium geometry, with properties calculated with ωB97M-V with the def2-TZVPD basis set.

Calculated values
DFT total energy (eV): -13589.489
Spin multiplicity: 2
Expectation value of S²: 0.757
Gap between HOMO and LUMO (spin up / spin down) (eV): 8.99 / 6.53
LUMO energy (spin up / spin down) (Ha): -0.02626 / -0.11581

Structure (XYZ):
```
7
Properties=species:S:1:pos:R:3:forces:R:3:mulliken_charge:R:1
O 0.85053 1.57563 -0.58471 -3.8926 -0.6915 -2.9895 -0.41
C -0.95178 -0.12448 -0.75282 -0.4623 -2.5930 1.7984 0.50
H 1.38964 1.18073 0.23435 0.8008 -2.0428 2.5518 0.44
F 1.82210 0.39354 1.33313 -0.7353 1.0207 -1.6079 -0.80
Tl -1.52105 -2.64023 0.88319 -0.6057 -8.4636 6.6428 0.46
O -1.39726 -1.20942 -0.21963 0.4965 10.0545 -8.1088 -0.53
C -0.19217 0.82422 -0.89351 4.3987 2.7157 1.7131 0.34
```
Forces are in eV/Å.



(2)
Below is a 2-piece molecular cluster, C4H13N2O overall, with properties calculated with ωB97M-V with the def2-TZVPD basis set.

Calculated values
DFT total energy (eV): -9382.769
Spin multiplicity: 2
Expectation value of S²: 0.751
Gap between HOMO and LUMO (spin up / spin down) (eV): 3.87 / 10.53
LUMO energy (spin up / spin down) (Ha): 0.02990 / 0.01613

Structure (XYZ):
```
20
Properties=species:S:1:pos:R:3:forces:R:3:mulliken_charge:R:1
H -0.95586 -2.85313 -1.03428 0.2532 -0.0689 -0.1966 0.31
H -0.02154 2.06636 2.81000 -0.0070 0.2308 0.0185 0.40
C 0.67850 -1.54575 -0.84889 0.6672 0.0324 -0.4367 -0.15
H -0.88351 0.63875 0.02274 0.0682 -0.2355 -0.1488 -0.05
H -0.62829 0.72396 2.51445 -0.1405 -0.2694 -0.0313 0.28
H -1.62944 -1.89266 1.12752 -0.0968 0.0730 -0.0408 0.26
H 1.22494 -2.15058 -1.55652 0.0991 -0.0565 -0.1992 0.38
H 1.36571 -0.32677 0.79690 0.2026 -0.2388 -0.0910 0.41
H 1.64893 1.77003 -0.31800 -0.0728 0.0616 -0.1877 0.40
N -0.40720 1.34949 -0.55413 0.0356 0.1506 0.0973 -1.26
H -0.51618 2.23316 -0.03367 0.0593 0.2413 -0.0644 0.75
H 1.12060 1.06078 -1.89378 0.3001 0.1551 -0.0933 0.58
O -0.85409 1.65876 2.54504 0.1273 -0.0032 -0.0202 -0.68
H -0.88731 1.43212 -1.50104 -0.3197 -0.0097 0.1724 1.01
C 1.02903 1.02072 -0.81037 -0.0174 -0.6314 0.1354 -1.30
H 2.46588 -0.48529 -0.60804 0.4699 -0.0366 0.2445 0.34
N -1.39707 -1.28756 0.34592 0.2107 0.2223 0.2936 -0.70
C 1.43759 -0.37017 -0.29520 -0.7128 0.5264 0.0802 -0.92
C -0.53250 -1.96896 -0.57099 -0.6523 -0.1957 0.4690 -0.46
H -2.25820 -1.07324 -0.13766 -0.4738 0.0523 -0.0008 0.40
```
Forces are in eV/Å.



(3)
Below is one molecule with the formula C24H32N2O2, with properties calculated with ωB97M-V with the def2-TZVPD basis set.

Calculated values
SMILES: COCCNC(=O)CCC1CCN(Cc2ccc(-c3ccccc3)cc2)CC1
DFT total energy (eV): -32483.176
Gap between HOMO and LUMO (eV): 8.84
LUMO energy (Ha): 0.02921

Structure (XYZ):
```
60
Properties=species:S:1:pos:R:3:forces:R:3:mulliken_charge:R:1
H -1.30413 4.19128 1.44492 0.0572 0.0423 0.0517 0.47
C 0.12025 2.44386 -0.02313 0.2620 -0.0553 0.0081 0.74
C 4.38742 -0.66200 -1.07052 -0.1160 -0.0272 -0.1780 -1.28
H 0.13387 2.34336 2.11646 -0.0698 0.0050 0.0757 0.50
H 0.93771 -2.92072 -1.32555 -0.0328 -0.0903 -0.0079 0.35
C -1.90975 3.67360 0.71455 0.0447 -0.0417 -0.0001 -0.34
H -4.05258 1.87352 -1.92196 -0.0522 -0.0668 -0.0639 0.42
C 0.90998 2.35074 -1.16663 -0.0568 -0.0079 0.0284 -0.25
C 2.95380 -1.15944 -1.29960 0.2049 -0.1199 0.1293 -0.14
H 0.84059 -3.31546 0.39013 -0.0162 -0.0780 -0.0354 0.42
H 2.48865 -1.97279 2.02279 -0.0716 -0.0189 0.0818 0.56
N -1.92481 -2.83676 0.03187 -0.1608 -0.3574 0.1910 -0.01
C 4.15967 -0.81632 1.29909 -0.1508 -0.0420 0.1561 -1.45
H 4.29283 -0.25503 2.22669 0.0668 -0.0300 0.0354 0.46
N 4.60066 0.00436 0.19444 0.1009 0.0798 0.0121 0.35
H 2.04045 -0.45190 1.23729 -0.0601 -0.0862 0.0559 -0.42
H 4.72184 1.78507 1.20859 -0.0134 0.0667 -0.0829 0.45
C 2.71025 -1.30832 1.18426 0.2635 -0.1238 -0.1264 0.18
H -5.08383 3.55073 -0.43237 -0.0783 0.0175 -0.0072 0.39
C 4.30835 1.42604 0.26020 0.1100 -0.0733 0.0115 -2.01
H 0.46248 2.51844 -2.13554 -0.0537 0.0271 -0.0852 0.52
H -1.67142 1.33499 -1.71555 0.0637 -0.1146 -0.0578 0.28
H 5.06491 -1.52569 -1.09046 -0.0184 0.0011 -0.1163 0.36
C 2.07480 1.96866 1.30643 0.1067 0.1392 -0.1183 -0.84
H 2.52651 1.82829 2.27926 0.0549 -0.0419 0.0971 0.31
C 1.04286 -2.50847 -0.31882 0.2228 0.0818 0.0645 -1.14
C -3.25667 3.96474 0.60508 -0.0794 0.0472 0.0820 -0.70
C 2.49725 -2.04443 -0.13886 -0.2445 0.0918 -0.0092 0.31
H 4.87088 1.89719 -0.55248 -0.0243 0.0532 0.0848 0.48
H -3.97423 -3.39476 1.82848 -0.0792 -0.0522 -0.0841 0.35
C 2.85718 1.84020 0.16417 -0.0092 0.1508 0.0062 1.38
H 2.85829 2.01531 -1.96996 0.0693 -0.0277 -0.0914 0.34
H -5.25633 -3.08581 0.62592 0.0677 -0.0244 0.0552 0.37
H -3.30968 -4.36238 -0.31796 -0.0793 0.0754 -0.0531 0.38
C -4.22228 -2.84360 0.91615 0.1333 -0.1016 -0.1309 -0.49
H 4.68345 0.01384 -1.87584 0.0727 -0.0268 -0.0273 0.47
H -5.59468 -0.81615 -0.00169 -0.0367 0.0158 -0.0006 0.33
C -4.56487 -0.58276 0.29408 0.0149 0.0692 -0.0486 -0.44
H -3.92450 -0.57792 -0.59217 -0.0331 0.0005 0.0083 0.17
C 0.00102 -1.39776 -0.13209 0.0029 -0.0570 -0.1813 0.84
H 3.12868 -2.94298 -0.13448 0.0094 0.0134 0.0016 0.32
C -3.27546 -3.27262 -0.22040 -0.3015 0.1919 0.1235 -0.86
H -1.51504 -3.11457 0.90947 0.1011 0.1113 -0.0774 0.27
C 2.25904 2.06570 -1.07097 0.0638 0.0816 0.1506 -0.66
H -0.09941 -1.13783 0.92317 0.0254 0.0728 0.0319 0.40
H -3.57541 -2.81993 -1.16775 0.0165 -0.1389 0.0814 0.39
O -1.87109 -1.32827 -1.64298 -0.1274 0.2485 -0.4207 -0.69
C -4.03157 3.32169 -0.34569 -0.0936 0.0103 -0.0223 -0.44
H 4.82651 -1.68764 1.33363 -0.0374 -0.0141 0.1100 0.38
C -1.35434 -1.82303 -0.66114 0.4604 0.0427 0.3797 -0.26
C 0.72827 2.26817 1.21706 -0.0699 -0.0068 -0.0356 -0.69
C -3.45201 2.38343 -1.18328 -0.0776 0.0453 -0.0608 -0.81
H 0.29591 -0.50388 -0.68080 -0.0807 0.0456 0.0493 -0.49
O -4.10599 -1.49131 1.27199 0.0597 -0.0886 0.1382 -0.36
H 2.28558 -0.30577 -1.39600 -0.0329 -0.0803 -0.0747 -0.27
C -2.10484 2.09092 -1.07795 0.0844 0.0287 0.0239 -0.19
C -1.31679 2.73693 -0.12842 -0.2680 0.0767 -0.0135 0.13
H -4.53293 0.40150 0.75710 -0.0411 0.0207 -0.0782 0.17
H -3.70297 4.69855 1.26100 -0.0257 0.0551 0.0366 0.40
H 2.91767 -1.72483 -2.23327 -0.0472 -0.0156 -0.0725 0.57
```
Forces are in eV/Å.



(4)
Below is one molecule with the formula C5H14N2 in a non-equilibrium geometry, with properties calculated with ωB97M-V with the def2-TZVPD basis set.

Calculated values
SMILES: C[C@@H](N)CCCN
DFT total energy (eV): -8390.515
Gap between HOMO and LUMO (eV): 10.12
LUMO energy (Ha): 0.03646

Structure (XYZ):
```
21
Properties=species:S:1:pos:R:3:forces:R:3:mulliken_charge:R:1
H 2.54765 -0.82066 0.68088 -1.1336 0.9534 1.1371 0.30
H 0.31141 -1.99190 -0.80166 -0.5339 -0.3089 -0.3999 0.35
H -1.98586 -2.26665 -0.26473 0.0692 1.7171 0.6348 0.32
C 0.89874 0.70534 0.52854 -1.1858 0.2922 -0.2778 0.43
H -3.25675 -0.36871 -1.14365 0.2885 0.3243 0.3717 0.25
H -0.81808 -1.03432 -2.05391 0.8846 -1.3550 1.0199 0.24
H -2.42493 0.72610 -0.20010 -0.2831 -0.1280 -0.1918 0.23
C -1.59479 -1.18877 -0.09975 -2.7265 -1.5562 -0.3785 -0.78
N -2.81182 -0.21791 -0.23090 2.0323 -1.3295 -0.8349 -0.61
H 1.54007 -0.26524 -1.18920 -1.2758 0.9643 -0.7018 0.22
H -0.07356 0.97502 0.98261 0.3379 -0.8221 0.5241 0.20
N 1.51979 2.06783 0.42696 2.7308 -1.6025 -0.5352 -0.69
H 2.59194 1.84893 0.59854 -2.6580 1.2178 -1.0548 0.29
H -1.39762 -1.07092 0.93767 0.7474 -0.2397 0.9059 0.40
H 1.03766 -1.15759 1.65721 1.1100 0.9860 -0.0631 0.29
C 1.76456 -0.32096 1.38105 -1.4552 -1.3694 -2.5680 -1.28
H 1.34983 2.40947 -0.55720 0.8439 -0.3531 1.4507 0.26
C -0.38296 -1.17748 -1.00361 -0.6533 4.0765 -1.4223 -0.29
H 2.25786 0.05518 2.25749 -0.0085 0.4138 0.3461 0.44
C 0.49650 0.13835 -0.93139 3.1668 -0.3938 1.8093 -0.83
H 0.27231 1.07301 -1.52543 -0.2976 -1.4872 0.2284 0.26
```
Forces are in eV/Å.



(5)
Below is one molecule with the formula C5H4Cl2N2O in a non-equilibrium geometry, with properties calculated with ωB97M-V with the def2-TZVPD basis set.

Calculated values
DFT total energy (eV): -35319.432
Gap between HOMO and LUMO (eV): 8.95
LUMO energy (Ha): -0.00862

Structure (XYZ):
```
14
Properties=species:S:1:pos:R:3:forces:R:3:mulliken_charge:R:1
C -0.94060 1.12829 0.08088 2.0953 -2.5594 0.2986 0.47
C 0.37094 -1.05741 0.96396 0.2956 -0.0932 0.3513 -0.02
Cl -2.51115 1.54161 -0.02371 -1.2614 0.5709 -0.1429 -0.08
H 2.01067 1.69397 1.04533 -0.0219 -0.1406 -0.1316 0.31
O 0.67403 -0.43972 -1.89088 -0.0925 -0.1259 0.1116 -0.52
H 1.83018 0.85225 -0.53018 -0.0385 0.1218 0.2111 0.31
H 0.33352 -1.89621 1.65004 -0.0899 -0.2343 0.0142 0.40
Cl -2.19929 -1.73100 0.36552 0.1264 -0.1746 -0.1362 -0.15
N 1.30546 -0.22326 1.15746 0.2243 -0.5103 0.2404 -0.57
C 1.39042 1.00607 0.46585 0.6367 0.1739 -0.2278 -0.33
C -0.68581 -0.97613 -0.03286 -0.6688 2.6907 0.5527 0.20
H -1.29307 -0.84109 -2.09172 -0.0959 0.0466 -0.0213 0.37
N 0.12628 1.67911 0.27678 -1.3081 0.6226 -0.2407 -0.33
C -0.41160 -0.73646 -1.43646 0.1989 -0.3884 -0.8793 -0.07
```
Forces are in eV/Å.



(6)
Below is one molecule with the formula C5H15N3 in a non-equilibrium geometry, with properties calculated with ωB97M-V with the def2-TZVPD basis set.

Calculated values
SMILES: CC(CN)(CN)CN
DFT total energy (eV): -9895.172
Gap between HOMO and LUMO (eV): 9.42
LUMO energy (Ha): 0.03336

Structure (XYZ):
```
23
Properties=species:S:1:pos:R:3:forces:R:3:mulliken_charge:R:1
H -0.34541 -1.58972 1.49126 0.5764 -0.5880 -0.8338 0.32
C -0.08505 -0.54589 1.32715 -0.0969 0.2972 2.1188 -0.85
H -0.40626 2.61602 -1.34804 -1.6963 -2.5755 1.1727 0.32
N -1.38233 0.16517 1.32472 -1.9809 0.8241 3.2735 -0.55
H 0.73371 -2.13377 -0.73602 -0.5026 -0.6557 -0.5329 0.42
H -1.27155 2.28061 0.11565 1.6536 -2.6205 -3.1469 0.29
H 1.22985 1.58527 -1.12090 -0.0542 -0.8627 0.4775 0.52
N -0.73484 1.70162 -0.76592 -3.9992 6.3491 -0.9819 -0.56
C 2.24228 -0.19187 0.29332 -1.3483 -0.3799 1.5578 -2.29
H 0.65108 2.04031 0.40425 1.8377 -0.3152 2.2102 0.55
C 0.70142 -0.20301 0.01678 0.8547 0.8182 2.4110 1.66
H 0.61639 -0.73350 -2.06435 -1.0166 -1.8070 1.9603 0.28
H 2.67772 0.67624 0.80908 -0.9226 0.0537 0.1403 0.40
H -1.84882 0.37154 2.35492 1.7682 -1.1638 -3.5071 0.22
H -1.71327 -1.65643 -1.74990 0.6619 -0.3404 0.7154 0.27
C 0.51934 1.27896 -0.31140 1.2222 -0.1635 -1.2111 -1.50
N -1.28076 -1.26238 -0.89434 -1.7248 0.7523 -2.1687 -0.66
H 2.53317 -1.03148 0.87620 0.2793 -0.9887 0.5399 0.51
H -1.80131 -0.28408 -0.93979 2.5807 -1.9878 -0.0472 0.30
C 0.20281 -1.23653 -1.02761 0.6189 4.3986 -1.4628 -0.85
H -2.03050 -0.38997 0.72487 0.5789 0.6481 1.5189 0.22
H 2.79066 -0.21767 -0.56933 1.2577 -0.3220 -2.6420 0.56
H 0.48525 -0.37430 2.31137 -0.5478 0.6292 -1.5618 0.44
```
Forces are in eV/Å.



(7)
Below is one molecule with the formula C6H7NS2 in a non-equilibrium geometry, with properties calculated with ωB97M-V with the def2-TZVPD basis set.

Calculated values
SMILES: CSC(=S)[C@H]1C=CC=N1
DFT total energy (eV): -29493.647
Gap between HOMO and LUMO (eV): 8.75
LUMO energy (Ha): -0.00687

Structure (XYZ):
```
16
Properties=species:S:1:pos:R:3:forces:R:3:mulliken_charge:R:1
C 0.65984 -0.62040 0.53863 2.0004 -1.3811 -0.2400 0.14
C -3.01676 1.17389 0.01119 -1.7094 1.4090 -1.6353 -0.64
H 3.42718 -0.35277 -1.46987 -0.2715 -0.3180 -0.3706 0.38
N 1.53743 0.47241 1.08950 -1.4740 -0.4576 -0.2358 -0.60
S -1.82497 -1.66703 0.14378 -0.6034 -1.5181 -0.2806 -0.31
H -3.13889 0.17630 0.29138 -0.8294 -1.5598 0.5018 0.11
C 2.55959 -0.35805 -0.82543 -0.0975 -0.5563 -0.2963 -0.47
H 1.01079 -1.93483 -1.24445 -0.1187 -0.9508 -1.3828 0.47
C 2.56347 0.51787 0.33905 -0.7039 -0.4818 -0.3657 -0.19
H -3.55704 1.80590 0.70273 0.7303 0.3159 0.8143 0.31
H -3.71275 1.35549 -0.89527 2.0464 -0.4442 0.5358 0.27
C -0.80064 -0.46326 0.17953 0.6365 3.1422 0.9560 0.08
S -1.22650 1.28927 0.02259 -0.1069 -0.5359 -0.2398 -0.01
H 0.66535 -1.42484 1.38946 0.2348 1.1261 -1.7675 0.32
H 3.40942 1.12509 0.53017 0.5874 0.7881 0.4891 0.45
C 1.44448 -1.09505 -0.80301 -0.3209 1.4224 3.5174 -0.35
```
Forces are in eV/Å.



Question: Among the records above, which one has the highest DFT total energy?
Answer: C5H14N2